Entry from OMol25: C40H36AlN4O4P2 as an isolated structure (wB97M-V/def2-TZVPD).

energy above the lowest of the compared OMol25 structures with the same formula, charge and spin = 0.150 eV
strongest force on any atom = 0.993 eV Å⁻¹
DFT total energy = -81386.1930 eV
gap between HOMO and LUMO = 7.745 eV
LUMO energy = -2.493 eV

```
! wB97M-V def2-TZVPD RIJCOSX def2/J DEFGRID3
* xyz 1 1
Al 0.43 -0.08 -0.25
C -2.09 2.10 -0.04
P -2.14 0.28 0.23
C -3.67 -0.32 -0.55
C -4.65 0.52 -1.06
C -5.80 -0.01 -1.62
C -5.98 -1.39 -1.67
C -5.00 -2.23 -1.16
C -3.85 -1.70 -0.61
C -2.52 -0.01 2.00
C -3.20 0.90 2.79
C -3.56 0.57 4.09
C -3.26 -0.68 4.60
C -2.59 -1.61 3.81
C -2.21 -1.27 2.52
C -0.69 2.57 -0.28
C -0.19 3.84 -0.31
C 1.13 3.77 -0.84
C 1.37 2.46 -1.12
C 2.55 1.77 -1.72
P 2.91 0.34 -0.64
C 3.91 -0.83 -1.59
C 3.39 -1.33 -2.79
C 4.09 -2.26 -3.53
C 5.32 -2.72 -3.07
C 5.84 -2.24 -1.88
C 5.13 -1.30 -1.14
C 3.97 0.94 0.69
C 3.93 0.29 1.92
C 4.76 0.68 2.96
C 5.63 1.75 2.78
C 5.69 2.40 1.56
C 4.86 2.00 0.52
N 0.27 1.69 -0.76
H -2.58 2.64 0.76
H -2.66 2.29 -0.96
H -4.53 1.60 -1.04
H -6.55 0.65 -2.03
H -6.88 -1.80 -2.10
H -5.14 -3.30 -1.19
H -3.08 -2.37 -0.23
H -3.49 1.87 2.40
H -4.10 1.29 4.70
H -3.57 -0.95 5.60
H -2.37 -2.59 4.19
H -1.67 -1.99 1.92
H -0.73 4.73 -0.02
H 1.79 4.60 -1.02
H 3.40 2.44 -1.85
H 2.30 1.37 -2.71
H 2.42 -0.99 -3.15
H 3.68 -2.64 -4.45
H 5.87 -3.45 -3.64
H 6.79 -2.60 -1.52
H 5.55 -0.93 -0.21
H 3.27 -0.56 2.06
H 4.74 0.16 3.91
H 6.28 2.06 3.59
H 6.37 3.22 1.41
H 4.93 2.51 -0.44
O 0.43 -3.71 -1.73
C -0.01 -2.59 -1.80
O 0.42 -1.60 -1.03
C -1.11 -2.24 -2.77
C -1.80 -3.29 -3.38
C -2.86 -3.03 -4.23
C -3.25 -1.72 -4.49
C -2.55 -0.70 -3.87
C -1.47 -0.93 -3.03
N -2.99 0.69 -4.06
O -3.79 0.91 -4.94
O -2.44 1.54 -3.39
H -1.49 -4.30 -3.17
H -3.39 -3.85 -4.70
H -4.08 -1.49 -5.13
H -0.95 -0.08 -2.61
C 0.94 -0.08 5.10
N 0.73 0.82 3.96
C 0.42 2.24 4.18
C 0.66 0.36 2.76
N 0.67 -0.01 1.66
H 1.25 0.54 5.94
H 1.74 -0.79 4.87
H 0.02 -0.61 5.35
H 1.28 2.72 4.65
H -0.46 2.32 4.82
H 0.23 2.72 3.22
*
```

These are the Mulliken partial charges, in e, on atoms 1 to 8: Al -1.750; C -1.140; P 1.372; C 0.944; C -0.391; C -0.674; C -0.620; C -0.860

=====

Entry from OMol25: a 2-piece molecular cluster, C5H13N3 overall (wB97M-V/def2-TZVPD).

energy above the lowest of the compared OMol25 structures with the same formula, charge and spin = 4.668 eV
strongest force on any atom = 4.167 eV Å⁻¹
DFT total energy = -9861.6984 eV
gap between HOMO and LUMO = 6.746 eV
LUMO energy = -0.480 eV

```
! wB97M-V def2-TZVPD RIJCOSX def2/J DEFGRID3
* xyz 0 1
C -1.04 -0.03 -1.96
C -0.88 0.79 -0.65
C -1.14 -0.07 0.64
C -0.15 -1.11 0.84
N 3.21 -0.06 1.32
C 1.96 0.09 0.77
N 1.08 -0.75 1.22
N -1.71 1.97 -0.66
H -0.29 -0.83 -1.99
H -2.02 -0.51 -2.00
H -0.97 0.61 -2.85
H 0.18 1.08 -0.57
H -0.93 0.61 1.48
H -2.20 -0.33 0.68
H -3.51 -4.75 -5.10
H -0.41 -2.14 1.10
H 3.30 -0.93 1.85
H 4.11 0.08 0.88
H -4.14 -4.38 -4.97
H -2.46 1.94 0.02
H -1.19 2.83 -0.54
*
```

These are the natural (NBO) partial charges, in e, on atoms 1 to 8: C -0.615; C -0.050; C -0.519; C 0.243; N -0.811; C 0.174; N -0.549; N -0.848

=====

Entry from OMol25: a 2-piece molecular cluster, C4H9NO2 overall (wB97M-V/def2-TZVPD).

energy above the lowest of the compared OMol25 structures with the same formula, charge and spin = 1.667 eV
strongest force on any atom = 0.498 eV Å⁻¹
DFT total energy = -9878.3936 eV
gap between HOMO and LUMO = 11.193 eV
LUMO energy = 1.051 eV

```
! wB97M-V def2-TZVPD RIJCOSX def2/J DEFGRID3
* xyz 0 1
C 0.21 1.76 1.59
C 1.40 -0.32 -2.11
N 1.25 -1.39 -1.44
C -0.57 0.83 0.70
O -0.88 1.08 -0.44
O -0.87 -0.31 1.32
C -1.54 -1.29 0.51
H 0.11 1.49 2.64
H 1.27 1.70 1.31
H -0.13 2.79 1.42
H 0.70 0.50 -1.94
H 2.19 -0.16 -2.86
H 1.97 -2.07 -1.69
H -1.78 -2.11 1.18
H -2.45 -0.87 0.08
H -0.87 -1.62 -0.29
*
```

These are the natural (NBO) partial charges, in e, on atoms 1 to 8: C -0.716; C -0.041; N -0.621; C 0.802; O -0.626; O -0.502; C -0.277; H 0.232

=====

Entry from OMol25: C17H21Br9Cl6O12 as an isolated structure (wB97M-V/def2-TZVPD).

energy above the lowest of the compared OMol25 structures with the same formula, charge and spin = 3.145 eV
strongest force on any atom = 8.115 eV Å⁻¹
DFT total energy = -748052.0397 eV
gap between HOMO and LUMO = 9.060 eV
LUMO energy = -1.321 eV

```
! wB97M-V def2-TZVPD RIJCOSX def2/J DEFGRID3
* xyz 0 1
C 0.18 1.93 5.89
Br 0.66 0.17 6.57
Br 0.62 1.84 3.92
Br 1.06 3.42 6.87
H -0.86 2.09 6.14
C -0.90 -6.19 -0.04
Br -0.15 -4.42 0.33
Br -2.82 -6.49 0.62
Br 0.37 -7.44 0.79
H -1.01 -6.30 -1.12
C -3.86 2.19 1.06
Br -2.81 3.83 0.57
Br -4.19 1.93 3.03
Br -3.21 0.50 0.33
H -4.80 2.20 0.50
C 3.65 -2.34 -0.14
Cl 3.41 -0.88 0.72
Cl 5.33 -2.98 0.28
Cl 3.58 -2.10 -1.89
H 2.91 -3.08 0.17
C 3.71 4.05 0.14
Cl 3.22 4.75 -1.47
Cl 4.17 5.32 1.21
Cl 5.07 2.79 -0.10
H 2.88 3.57 0.65
C -0.07 -0.63 -0.08
C 0.25 0.08 1.23
O 0.22 1.38 0.86
C 0.68 1.38 -0.33
O 1.16 2.47 -0.76
O 0.60 0.21 -0.94
H -1.13 -0.53 -0.33
H 0.30 -1.65 -0.01
H 1.16 -0.29 1.70
H -0.52 -0.05 2.00
C -1.26 -2.85 4.32
C -0.78 -4.30 4.54
O 0.59 -4.11 4.38
C 0.87 -3.03 3.59
O 1.93 -2.70 3.10
O -0.22 -2.33 3.43
H -1.35 -2.28 5.24
H -2.21 -2.93 3.80
H -1.28 -5.03 3.90
H -1.08 -4.60 5.54
C 0.60 4.49 -3.93
C 1.00 6.02 -4.08
O 2.03 5.93 -5.07
C 2.25 4.67 -5.48
O 3.14 4.27 -6.21
O 1.29 3.82 -4.93
H -0.47 4.30 -3.84
H 1.01 3.96 -3.06
H 1.52 6.26 -3.15
H 0.16 6.68 -4.29
C -2.13 -1.34 -2.80
C -2.31 -2.54 -3.70
O -3.36 -2.28 -4.54
C -3.74 -0.97 -4.49
O -4.53 -0.41 -5.24
O -2.85 -0.36 -3.52
H -1.05 -1.25 -2.67
H -2.64 -1.56 -1.86
H -2.60 -3.40 -3.09
H -1.41 -2.81 -4.26
*
```

These are the natural (NBO) partial charges, in e, on atoms 1 to 8: C -0.449; Br 0.075; Br 0.075; Br 0.077; H 0.223; C -0.439; Br 0.063; Br 0.044

=====

Entry from OMol25: C39H45GeN8O2SSi3W as an isolated structure (wB97M-V/def2-TZVPD).

energy above the lowest of the compared OMol25 structures with the same formula, charge and spin = 1.690 eV
strongest force on any atom = 1.183 eV Å⁻¹
DFT total energy = -149990.9973 eV
gap between HOMO and LUMO (spin up / spin down) = 5.788 / 5.949 eV
LUMO energy (spin up / spin down) = -7.168 / -7.154 eV

```
! wB97M-V def2-TZVPD RIJCOSX def2/J DEFGRID3
* xyz 2 2
W 1.04 0.24 -0.02
O 4.87 -0.55 0.15
C 3.76 -0.74 0.56
N 2.62 -0.95 -0.28
C 3.00 -1.22 -1.63
C 3.79 -2.30 -2.01
C 4.12 -2.42 -3.34
C 3.67 -1.49 -4.27
C 2.88 -0.41 -3.88
C 2.55 -0.28 -2.54
N 1.76 0.71 -1.91
C 1.51 1.89 -2.56
O 2.00 2.29 -3.59
C 0.48 2.70 -1.84
C 0.10 3.94 -2.33
C -0.88 4.65 -1.65
C -1.44 4.08 -0.51
C -0.98 2.84 -0.09
N -0.03 2.16 -0.73
C 3.42 -0.82 2.00
C 4.40 -0.98 2.96
C 4.00 -1.10 4.28
C 2.64 -1.06 4.56
C 1.74 -0.86 3.53
N 2.12 -0.74 2.25
H 4.14 -3.01 -1.27
H 4.73 -3.25 -3.67
H 3.93 -1.60 -5.31
H 2.55 0.32 -4.61
H 0.57 4.30 -3.23
H -1.21 5.61 -2.01
H -2.22 4.57 0.04
H -1.42 2.38 0.78
H 5.44 -1.01 2.66
H 4.72 -1.25 5.07
H 2.28 -1.17 5.57
H 0.68 -0.81 3.74
S -1.40 4.32 5.97
N -1.95 2.91 5.41
C -1.15 2.54 4.43
C -1.25 1.29 3.68
C -2.04 0.26 4.01
C -1.93 -1.05 3.31
C -1.46 -0.88 1.86
N -0.42 0.16 1.68
C -0.35 1.13 2.53
C 0.73 2.12 2.34
N 1.57 1.87 1.32
C 2.60 2.69 1.08
C 2.84 3.81 1.88
C 1.97 4.09 2.91
C 0.89 3.24 3.15
C -0.10 3.46 4.20
N -0.12 4.51 5.00
H -2.71 0.36 4.86
H -1.16 -1.61 3.87
H -0.98 -1.82 1.56
H 3.24 2.44 0.24
H 3.69 4.44 1.66
H 2.10 4.97 3.53
C 0.47 -3.27 -3.16
Si -0.25 -3.09 -1.44
C 0.89 -3.72 -0.09
C -1.81 -4.13 -1.38
Ge -1.00 -0.73 -1.28
Si -1.87 -0.03 -3.41
C -0.59 0.13 -4.75
C -3.09 -1.38 -3.83
C -2.81 1.58 -3.17
Si -2.70 -0.59 0.39
C -3.22 -1.86 3.43
C -4.05 -1.87 0.22
C -3.58 1.06 0.64
H 0.76 -4.31 -3.30
H 1.34 -2.64 -3.34
H -0.29 -3.04 -3.91
H 1.55 -4.47 -0.52
H 0.29 -4.22 0.68
H 1.51 -2.97 0.38
H -1.54 -5.10 -1.81
H -2.64 -3.74 -1.96
H -2.14 -4.32 -0.36
H 0.07 -0.74 -4.79
H 0.03 1.02 -4.67
H -1.11 0.18 -5.71
H -2.59 -2.32 -4.09
H -3.67 -1.07 -4.71
H -3.80 -1.59 -3.03
H -2.22 2.35 -2.67
H -3.72 1.42 -2.60
H -3.10 1.97 -4.15
H -3.15 -2.80 2.87
H -3.41 -2.11 4.47
H -4.07 -1.30 3.05
H -3.70 -2.90 0.20
H -4.55 -1.68 -0.73
H -4.80 -1.77 1.01
H -3.16 1.66 1.46
H -4.62 0.84 0.92
H -3.61 1.67 -0.26
*
```

These are the Mulliken partial charges, in e, on atoms 1 to 8: W 0.258; O -0.551; C -0.639; N 0.643; C -0.092; C 0.018; C -1.072; C -0.841

=====

Entry from OMol25: a 15-piece molecular cluster, H30O15 overall (wB97M-V/def2-TZVPD).

energy above the lowest of the compared OMol25 structures with the same formula, charge and spin = 2.187 eV
strongest force on any atom = 2.972 eV Å⁻¹
DFT total energy = -31199.4789 eV
gap between HOMO and LUMO = 9.606 eV
LUMO energy = -0.319 eV

```
! wB97M-V def2-TZVPD RIJCOSX def2/J DEFGRID3
* xyz 0 1
O 0.14 0.82 3.66
H -0.17 0.40 4.55
H 0.53 0.12 3.14
O -2.25 0.17 1.88
H -2.27 -0.21 2.76
H -2.37 1.08 2.06
O 2.60 1.79 -0.67
H 1.72 1.46 -0.56
H 2.50 2.67 -0.37
O -1.02 -1.55 -1.28
H -0.43 -1.83 -0.54
H -1.90 -1.59 -0.92
O 1.31 -2.72 -0.11
H 1.34 -2.43 0.79
H 1.48 -3.67 0.02
O 1.29 3.14 2.25
H 0.62 3.01 1.59
H 2.09 3.60 1.86
O -3.03 0.88 -1.35
H -2.33 0.98 -1.99
H -3.55 0.10 -1.63
O 1.34 -1.60 2.80
H 0.43 -1.98 2.87
H 1.86 -1.67 3.61
O -0.50 3.03 0.02
H -1.03 3.41 -0.65
H -0.50 2.05 -0.03
O 1.73 -0.76 -1.98
H 1.40 -1.01 -2.82
H 1.85 -1.65 -1.63
O -0.77 1.27 -2.73
H -0.72 1.15 -3.71
H -0.38 2.14 -2.65
O 0.17 0.41 0.24
H -0.32 0.04 0.94
H -0.27 0.13 -0.55
O -2.84 -2.31 0.72
H -2.59 -1.49 1.07
H -3.69 -2.46 1.11
O -0.70 -1.37 -3.95
H -0.45 -0.54 -4.34
H -0.86 -1.19 -3.02
O 3.58 -0.75 0.22
H 4.13 -0.83 -0.55
H 2.83 -0.25 -0.08
*
```

These are the natural (NBO) partial charges, in e, on atoms 1 to 8: O -0.951; H 0.454; H 0.484; O -0.958; H 0.473; H 0.501; O -0.944; H 0.483